{"formula": "C13H23IMnNP", "method": "ωB97M-V/def2-TZVPD", "multiplicity": 6, "orbital_gap_ev": [6.1, 7.2], "elements": ["C", "C", "C", "C", "C", "C", "C", "C", "N", "Mn", "C", "P", "H", "H", "H", "H", "H", "H", "H", "H", "C", "C", "H", "C", "C", "H", "H", "H", "H", "H", "H", "H", "H", "H", "H", "H", "H", "H", "H", "I"], "coordinates": [[0.028, -1.275, -3.539], [0.271, -2.158, -2.488], [0.009, -1.753, -1.161], [-0.439, -0.476, -0.860], [-0.726, 0.385, -1.920], [-0.482, 0.004, -3.251], [0.214, -2.815, -0.118], [0.448, -2.389, 1.342], [1.063, -1.017, 1.599], [-0.722, 0.024, 1.240], [-1.329, 1.720, -1.625], [-1.071, 2.020, 0.197], [0.679, -3.153, -2.671], [-0.719, 0.715, -4.055], [0.252, -1.565, -4.570], [-2.414, 1.730, -1.818], [-0.871, 2.533, -2.213], [-0.683, -3.468, -0.089], [1.025, -3.484, -0.472], [-0.535, -2.430, 1.848], [-2.221, 3.361, 0.495], [0.561, 2.797, 0.157], [1.171, -3.138, 1.777], [2.174, -0.710, 0.645], [1.747, -1.119, 2.944], [-1.976, 0.844, 2.096], [3.151, -1.040, 1.050], [2.061, -1.248, -0.300], [2.226, 0.378, 0.470], [2.842, -1.197, 2.794], [1.578, -0.251, 3.589], [1.444, -2.036, 3.476], [0.501, 3.792, -0.300], [0.901, 2.886, 1.196], [1.290, 2.186, -0.391], [-2.036, 4.216, -0.165], [-3.252, 3.024, 0.357], [-2.108, 3.688, 1.532], [-1.073, 1.353, 2.244], [-2.977, -0.933, 0.960]], "atomic_forces_ev_per_a": [[-0.005, 0.420, 0.086], [-0.242, 0.517, 0.300], [0.109, -0.532, -1.330], [0.299, 0.188, 0.170], [0.394, -0.667, -1.101], [-0.114, -0.228, 0.093], [0.116, -0.553, 0.076], [0.917, -0.671, -0.085], [1.684, -1.402, 0.746], [1.780, -1.540, -0.619], [-0.065, 0.619, 0.549], [0.044, 1.085, -3.883], [-0.131, 0.178, -0.092], [0.196, -0.372, 0.222], [-0.136, 0.116, 0.353], [0.242, -0.036, 0.047], [-0.198, -0.183, 0.086], [0.320, 0.331, -0.038], [-0.228, 0.336, 0.344], [0.732, 0.028, 0.198], [-0.235, 0.771, 0.453], [0.385, 0.651, 0.231], [-0.954, 0.511, -0.193], [0.421, -0.086, -0.414], [0.074, -0.021, 0.329], [1.525, 1.269, 1.907], [-0.522, 0.211, -0.160], [-0.200, 0.527, 0.191], [-0.033, -0.530, -0.032], [-0.684, -0.012, 0.248], [-0.192, -0.085, -0.211], [-0.161, 0.532, -0.126], [0.201, -0.112, 0.091], [0.170, 0.202, -0.155], [-0.363, 0.066, 0.063], [-0.022, -0.130, 0.101], [0.157, -0.077, 0.017], [-0.137, 0.140, -0.001], [-2.686, -0.653, 1.269], [-2.455, -0.809, 0.269]]}



{"formula": "C8H16N3O", "method": "ωB97M-V/def2-TZVPD", "orbital_gap_ev": [9.9, 9.9], "total_charge": 1, "de_lowest_kcal_mol": 82.16, "elements": ["C", "C", "C", "C", "C", "C", "C", "C", "N", "N", "N", "O", "H", "H", "H", "H", "H", "H", "H", "H", "H", "H", "H", "H", "H", "H", "H", "H"], "coordinates": [[-0.182, 0.491, 2.341], [0.364, 0.406, 1.114], [1.860, -0.708, -0.351], [-2.683, 0.284, -0.141], [-1.939, -0.897, -0.568], [-1.853, -2.208, 0.183], [2.280, 1.623, 0.351], [-0.618, 1.087, -1.432], [3.191, -0.762, -0.633], [1.413, 0.498, 0.382], [-1.205, 0.341, -0.339], [1.065, -1.506, -0.708], [-1.201, 0.313, 2.604], [0.606, 0.740, 3.070], [-3.239, 0.863, -0.741], [-2.850, 0.343, 0.983], [-2.119, -0.972, -1.605], [-1.723, -2.149, 1.265], [-1.304, -2.984, -0.149], [-2.849, -2.546, 0.228], [1.730, 2.584, 0.324], [2.879, 1.627, 1.256], [2.733, 1.676, -0.637], [0.333, 0.733, -1.692], [-1.300, 0.949, -2.314], [-0.727, 2.095, -1.317], [3.944, -0.220, -0.323], [3.396, -1.702, -1.150]], "atomic_forces_ev_per_a": [[2.555, 0.022, -2.316], [-4.113, 0.039, 1.662], [1.362, 1.393, 0.693], [2.865, -1.048, 5.299], [0.090, -0.516, -0.486], [-1.717, 2.899, 2.102], [-0.425, 2.506, -0.313], [-3.192, -2.347, -1.821], [-1.264, -3.742, -1.997], [1.088, -1.657, -0.874], [1.437, -0.244, 1.827], [-1.095, -1.087, -0.189], [-0.349, 0.366, -0.048], [-0.640, -0.582, 0.159], [-2.053, 1.791, -2.125], [-0.397, 0.080, -1.638], [0.224, -0.829, -1.274], [0.739, 0.660, 0.033], [2.250, -2.000, -1.634], [-1.614, -0.643, -0.538], [-0.214, -0.573, 0.456], [0.735, 0.111, -0.394], [0.828, -0.314, 0.416], [1.214, -0.259, -0.297], [0.733, -0.308, 0.297], [0.390, 2.807, 1.009], [0.749, 0.845, 0.639], [-0.183, 2.630, 1.353]]}



{"formula": "C2H9ClSi2", "method": "ωB97M-V/def2-TZVPD", "orbital_gap_ev": 7.4, "de_lowest_kcal_mol": 56.75, "elements": ["C", "C", "Si", "Si", "Cl", "H", "H", "H", "H", "H", "H", "H", "H", "H"], "coordinates": [[3.486, -0.747, 0.462], [-2.535, -0.003, 0.779], [2.179, 0.553, 1.015], [-3.531, 0.636, -0.805], [0.966, 0.536, -0.628], [3.852, -1.369, 1.199], [3.054, -1.329, -0.285], [4.378, -0.227, 0.042], [-3.057, -0.504, 1.515], [-1.765, -0.538, 0.315], [-2.036, 0.857, 1.220], [1.200, 0.010, 2.173], [2.654, 1.888, 0.832], [-4.536, -0.350, -1.117]], "atomic_forces_ev_per_a": [[0.481, 3.154, 0.188], [-1.187, 2.517, -1.748], [-0.623, -2.600, 0.027], [1.661, 1.436, 0.729], [-0.913, 0.023, -0.750], [0.672, -1.354, 1.807], [-0.817, -0.960, -1.331], [-0.681, -0.213, 0.128], [-0.926, -1.437, 1.371], [1.317, -1.405, -0.569], [-0.038, 0.243, -0.007], [1.442, 1.034, -0.995], [0.425, 0.916, 0.912], [-0.814, -1.353, 0.239]]}



For each record above, in turn, the calculated E values are -64050.3209, -15063.0145, -30495.7280 eV.